Formula: C22H29N4O2S3
Source: the OMol25 dataset
Level of theory: ωB97M-V/def2-TZVPD

Geometry as XYZ:
```
60
Properties=species:S:1:pos:R:3:forces:R:3
S -0.119785 0.047716 -1.407209 0.69 0.05 -0.23
S 0.173618 2.878512 -2.310503 0.42 0.12 0.03
S -0.974883 0.127494 2.241869 0.00 0.78 -1.30
O -2.120985 0.207886 1.364800 0.42 -0.22 0.64
O -1.132314 -0.413230 3.565605 0.19 -0.34 -0.08
N 4.825653 -4.941718 -0.030622 0.94 -0.30 -0.13
N 0.327739 -0.634429 1.491658 0.00 -1.46 0.54
N -2.076802 1.471626 -2.515875 0.95 0.16 0.60
N -4.846668 1.697500 -2.464291 -0.83 0.33 0.32
C 3.797949 -2.787073 0.491579 -0.42 -1.10 0.03
C -2.684068 2.800250 -2.650138 -0.39 0.07 -0.30
C 0.372037 2.100092 3.623960 -0.09 -0.22 -0.17
C -4.109101 2.698853 -3.182321 0.33 -0.15 0.01
C 0.819745 3.401367 3.824894 -0.16 0.05 -0.17
C 1.291100 -4.038163 0.635037 -0.06 0.94 0.16
C 2.427674 -4.806679 0.454547 0.63 0.09 0.00
C -2.884115 0.439541 -1.875355 -0.66 -0.64 -0.16
C 5.609584 -5.725743 0.904809 -0.39 0.32 -0.37
C -6.254548 1.721934 -2.748400 0.10 0.07 0.05
C 0.570404 4.393088 2.869541 -0.04 -0.31 -0.16
C 1.393311 -2.631874 0.732484 0.72 -0.60 -0.26
C 5.137065 -5.212153 -1.423251 -0.15 0.13 0.39
C -0.306212 1.777957 2.444199 0.08 0.20 0.14
C 2.655533 -2.029771 0.710236 0.14 0.01 0.06
C -0.716266 1.455696 -2.116664 -0.82 0.17 -0.45
C 0.991145 5.809891 3.112569 0.14 0.25 0.01
C -0.065380 4.050500 1.671516 -0.02 -0.17 0.24
C 3.696186 -4.195661 0.332172 -1.02 0.86 -0.04
C 0.212803 -1.816037 0.968961 -0.98 1.40 1.38
C -4.267240 0.391487 -2.499288 0.62 -0.04 0.12
C -0.508621 2.749218 1.461719 -0.02 -0.36 -0.33
H -0.211997 4.805653 0.894860 0.02 -0.29 0.20
H -6.617924 2.740374 -2.579973 -0.18 -0.15 -0.02
H 4.480551 -4.634064 -2.085610 0.21 -0.17 0.19
H -0.970335 2.468303 0.510815 0.11 0.11 0.33
H -4.158899 -0.017892 -3.522782 -0.25 0.08 -0.07
H 2.364902 -5.897157 0.406306 0.00 0.34 -0.09
H -4.889160 -0.286479 -1.906116 0.01 0.00 -0.13
H 6.186961 -4.949690 -1.624236 -0.15 0.03 -0.12
H 5.029909 -6.287443 -1.641619 -0.09 0.09 -0.13
H 0.542348 1.329190 4.374034 -0.08 0.17 -0.18
H 1.560489 5.881104 4.042965 -0.05 0.12 -0.10
H 0.314224 -4.494724 0.762073 0.07 -0.04 -0.18
H -2.109953 3.395707 -3.381394 -0.08 -0.32 0.64
H -2.426286 -0.554042 -2.058334 -0.08 0.80 0.28
H 2.720648 -0.959980 0.898024 -0.06 -0.17 -0.25
H 6.674372 -5.475932 0.757507 -0.15 -0.19 0.28
H -6.486456 1.435545 -3.786416 -0.10 -0.03 -0.12
H -0.766669 -2.284528 0.798151 0.17 0.14 0.03
H 4.783679 -2.335014 0.457881 -0.11 0.00 -0.08
H -2.705607 3.334918 -1.677103 0.17 -0.21 -0.36
H -2.975567 0.595299 -0.779027 0.18 -0.05 -0.57
H 5.477444 -6.802030 0.692036 0.11 0.08 0.29
H 0.122738 6.476770 3.179712 0.13 -0.12 0.04
H 1.363650 3.659095 4.736598 -0.20 -0.08 -0.22
H 5.304389 -5.498804 1.934967 0.17 -0.13 -0.30
H 1.613458 6.180320 2.290737 -0.04 -0.04 0.12
H -6.762119 1.029675 -2.071940 -0.12 0.10 -0.08
H -4.625178 3.655350 -3.024654 0.21 -0.07 -0.15
H -4.068174 2.502410 -4.275689 -0.14 -0.08 0.12
```
Forces are in eV/Å.

total charge = -1
E_tot = -2419.7845 Eh
largest force on an atom = 2.20 eV/A
multiplicity = 1
E_LUMO = 0.083 Ha